Record 1
Entry from OMol25: C20H30AgO15 as an isolated structure in a non-equilibrium geometry (ωB97M-V/def2-TZVPD).

Each line ends with the Mulliken charge.
Cartesian coordinates (Å):
Ag  10.825  -12.544  16.472  0.970
C  13.887  -16.953  20.178  -1.386
C  14.018  -15.455  20.382  0.424
C  15.234  -14.726  19.823  -0.494
O  14.690  -13.635  19.087  -0.287
C  13.385  -13.812  18.928  0.584
O  12.697  -13.118  18.200  -0.108
O  12.943  -14.836  19.627  -0.299
H  14.592  -17.474  20.823  0.428
H  14.040  -17.223  19.135  0.366
H  12.874  -17.233  20.463  0.319
H  13.933  -15.147  21.427  0.293
H  15.870  -15.361  19.200  0.306
H  15.858  -14.300  20.609  0.319
C  11.216  -19.394  17.541  -1.387
C  10.351  -18.278  17.014  0.562
C  9.335  -17.721  18.001  -0.510
O  9.358  -16.317  17.764  -0.283
C  10.475  -16.000  17.134  0.533
O  10.860  -14.855  17.010  -0.491
O  11.147  -17.072  16.727  -0.319
H  10.791  -20.380  17.345  0.380
H  11.287  -19.361  18.631  0.318
H  12.238  -19.424  17.168  0.339
H  9.917  -18.599  16.067  0.310
H  9.648  -17.947  19.021  0.310
H  8.332  -18.086  17.795  0.314
C  14.044  -7.137  18.629  -1.320
C  13.341  -8.352  19.220  0.492
C  11.988  -8.013  19.854  -0.584
O  11.109  -9.051  19.357  -0.301
C  11.767  -9.768  18.460  0.392
O  11.325  -10.761  17.944  -0.229
O  12.967  -9.257  18.174  -0.313
H  14.408  -6.455  19.394  0.406
H  13.348  -6.639  17.956  0.221
H  14.909  -7.436  18.034  0.338
H  13.998  -8.822  19.951  0.302
H  11.548  -7.043  19.645  0.362
H  12.121  -8.131  20.929  0.307
C  13.346  -7.941  13.289  -1.228
C  13.649  -9.412  13.128  0.455
C  14.996  -9.964  13.583  -0.491
O  14.649  -10.861  14.633  -0.290
C  13.327  -10.941  14.773  0.564
O  12.793  -11.562  15.656  -0.204
O  12.707  -10.166  13.887  -0.286
H  13.355  -7.694  14.354  0.227
H  12.320  -7.756  12.962  0.287
H  13.987  -7.274  12.719  0.430
H  13.564  -9.632  12.061  0.274
H  15.669  -9.194  13.965  0.294
H  15.545  -10.484  12.801  0.313
C  10.560  -6.040  16.131  -1.114
C  9.488  -7.065  15.821  0.424
C  9.079  -7.255  14.335  -0.486
O  9.222  -8.665  14.152  -0.337
C  9.739  -9.245  15.229  0.448
O  9.978  -10.422  15.279  -0.406
O  9.938  -8.363  16.203  -0.151
H  10.643  -6.015  17.221  0.210
H  10.270  -5.036  15.824  0.444
H  11.555  -6.263  15.754  0.167
H  8.598  -6.776  16.382  0.240
H  9.650  -6.682  13.609  0.311
H  8.025  -6.999  14.246  0.321

Output
Charge   +2
Expectation value of S²   0.75
Frontier orbital gap (alpha / beta)   10.700 / 4.866 eV
LUMO energy (alpha / beta)   -5.30 / -11.13 eV
Spin multiplicity   2
Energy above the lowest of the compared OMol25 structures with the same formula, charge and spin   36.9 kJ/mol
Max |F|   3.16 eV Å⁻¹
HOMO energy (alpha / beta)   -16.01 / -16.00 eV

=====

Record 2
Entry from OMol25: C37H56FN3O2Ti as an isolated structure (ωB97M-V/def2-TZVPD).

Each line ends with the Mulliken charge.
Cartesian coordinates (Å):
Ti  0.129  0.085  0.227  0.785
C  1.186  1.133  2.173  -0.553
C  2.254  0.704  1.333  1.913
C  2.085  1.390  0.070  0.327
C  0.922  2.205  0.217  -1.827
C  0.396  2.103  1.533  0.847
C  -0.615  3.029  2.176  1.517
C  -1.051  2.525  3.552  -1.648
C  -1.834  3.285  1.287  -1.698
C  0.139  4.360  2.369  -1.623
C  2.934  1.563  -1.199  1.474
C  3.588  2.955  -1.074  -1.647
C  4.034  0.538  -1.479  -1.766
C  2.026  1.548  -2.436  -2.131
C  3.427  -0.092  1.929  0.882
C  3.191  -0.400  3.420  -1.800
C  3.775  -1.426  1.252  -1.453
C  4.646  0.852  1.899  -1.468
H  1.018  0.780  3.178  0.647
H  0.550  2.873  -0.541  1.699
H  -1.617  1.594  3.494  0.101
H  -1.707  3.263  4.013  0.528
H  -0.198  2.390  4.222  0.386
H  -2.396  2.373  1.088  0.187
H  -1.543  3.734  0.338  0.294
H  -2.501  3.990  1.784  0.599
H  1.021  4.227  2.998  0.358
H  -0.520  5.082  2.853  0.465
H  0.456  4.779  1.411  0.352
H  4.256  3.012  -0.212  0.306
H  2.833  3.738  -0.970  0.322
H  4.173  3.166  -1.970  0.490
H  4.794  0.489  -0.706  0.278
H  4.541  0.843  -2.396  0.627
H  3.637  -0.462  -1.658  0.035
H  1.241  2.305  -2.424  0.357
H  1.564  0.569  -2.562  0.234
H  2.630  1.731  -3.325  0.703
H  2.324  -1.041  3.623  0.219
H  3.077  0.507  4.015  0.342
H  4.058  -0.936  3.805  0.500
H  3.020  -2.200  1.427  0.170
H  4.701  -1.800  1.691  0.725
H  3.923  -1.346  0.183  0.028
H  4.415  1.790  2.409  0.353
H  4.973  1.089  0.891  0.232
H  5.482  0.381  2.420  0.520
C  -2.832  -1.463  4.305  -0.897
O  -2.678  -0.610  3.135  -0.245
C  -1.644  -0.728  2.374  0.426
O  -1.524  -0.002  1.368  -0.202
N  -0.652  -1.604  2.645  -0.342
N  0.343  -1.665  1.660  -0.424
H  -3.761  -1.146  4.761  0.316
H  -2.004  -1.299  4.994  0.343
H  -2.914  -2.503  3.995  0.374
H  -0.726  -2.345  3.325  0.420
H  0.279  -2.544  1.149  0.652
H  1.259  -1.601  2.100  -0.014
C  -3.121  -3.302  1.056  -1.834
C  -2.343  -2.917  -0.210  1.790
C  -2.193  -4.169  -1.086  -1.449
C  -2.998  -1.768  -0.962  0.902
C  -4.368  -1.850  -1.179  -0.608
C  -5.035  -0.894  -1.918  -1.534
C  -4.318  0.143  -2.479  -1.216
C  -2.940  0.273  -2.309  0.541
C  -2.297  1.424  -3.071  0.339
C  -1.794  2.503  -2.120  -1.855
C  -1.245  1.011  -4.099  -1.481
C  -2.284  -0.672  -1.495  -0.557
N  -0.826  -0.643  -1.293  2.379
C  -0.174  -1.553  -2.154  -0.078
C  -0.679  -2.097  -3.337  -0.772
C  0.090  -3.004  -4.051  -0.808
C  1.349  -3.401  -3.615  -0.941
C  1.883  -2.874  -2.446  -1.242
C  1.090  -1.970  -1.795  -0.406
F  1.536  -1.341  -0.608  0.726
H  -2.514  -3.945  1.703  0.390
H  -4.010  -3.880  0.802  0.528
H  -3.469  -2.432  1.612  0.420
H  -1.346  -2.586  0.073  -1.371
H  -3.171  -4.486  -1.455  0.391
H  -1.775  -4.995  -0.505  0.417
H  -1.550  -3.997  -1.948  0.207
H  -4.923  -2.689  -0.777  0.447
H  -6.102  -0.972  -2.080  0.435
H  -4.834  0.869  -3.096  0.472
H  -3.109  1.874  -3.643  0.809
H  -1.032  2.093  -1.460  0.118
H  -2.605  2.889  -1.502  0.566
H  -1.351  3.338  -2.669  0.595
H  -0.367  0.563  -3.643  0.106
H  -0.915  1.892  -4.655  0.493
H  -1.653  0.302  -4.821  0.367
H  -1.666  -1.819  -3.680  0.566
H  -0.307  -3.418  -4.969  0.505
H  1.921  -4.121  -4.186  0.465
H  2.862  -3.148  -2.073  0.578

Output
Charge   +2
Frontier orbital gap   7.025 eV
LUMO energy   -6.79 eV
Spin multiplicity   1
Energy above the lowest of the compared OMol25 structures with the same formula, charge and spin   24.1 kJ/mol
Max |F|   0.50 eV Å⁻¹
HOMO energy   -13.81 eV

=====

Record 3
Entry from OMol25: an isolated molecule of C8H6Cl2O in a non-equilibrium geometry (ωB97M-V/def2-TZVPD).

Each line ends with the Mulliken charge.
Cartesian coordinates (Å):
O  -1.452  2.207  -0.503  -0.525
C  -1.353  1.062  -0.257  0.483
C  -0.060  0.345  0.036  0.576
C  -0.006  -0.968  0.246  0.224
C  1.224  -1.639  0.364  -0.833
C  2.396  -0.850  0.130  -0.179
C  2.415  0.554  0.004  -0.500
C  1.147  1.197  0.047  -0.489
C  -2.731  0.321  -0.143  -0.242
Cl  -3.194  -0.105  1.557  -0.123
Cl  -2.909  -0.962  -1.346  -0.122
H  -1.060  -1.438  0.261  0.089
H  1.358  -2.756  0.522  0.308
H  3.324  -1.402  0.063  0.338
H  3.310  1.128  -0.317  0.332
H  1.049  2.298  -0.222  0.278
H  -3.459  1.007  -0.441  0.385

Output
SMILES   O=C(c1ccccc1)C(Cl)Cl
Frontier orbital gap   9.442 eV
LUMO energy   -0.16 eV
Spin multiplicity   1
Energy above the lowest of the compared OMol25 structures with the same formula, charge and spin   0.0 kJ/mol
Max |F|   5.16 eV Å⁻¹
HOMO energy   -9.60 eV

=====

Record 4
Entry from OMol25: a 2-piece molecular cluster, C4H7N3O3S overall in a non-equilibrium geometry (ωB97M-V/def2-TZVPD).

Each line ends with the Mulliken charge.
Cartesian coordinates (Å):
C  1.237  -0.284  -0.428  0.652
C  1.424  1.253  -0.451  0.305
C  2.187  -1.151  -0.984  -0.281
C  -0.473  1.420  1.042  -0.176
N  0.557  1.988  0.300  -0.121
N  -0.474  0.103  1.024  0.185
N  0.196  -0.721  0.324  -0.879
O  1.931  -2.456  -1.004  -0.501
O  2.354  1.841  -0.900  -0.622
O  -3.148  -0.822  0.647  -0.484
S  -3.223  -0.174  -0.969  -0.031
H  3.043  -0.735  -1.680  0.283
H  -0.811  1.979  1.981  0.268
H  0.841  3.008  0.411  0.285
H  -1.210  -0.351  1.634  0.289
H  1.356  -2.668  -0.266  0.334
H  -3.742  -1.541  0.605  0.343
H  -2.045  -0.690  -1.288  0.149

Output
Frontier orbital gap   6.573 eV
LUMO energy   -0.04 eV
Spin multiplicity   1
Energy above the lowest of the compared OMol25 structures with the same formula, charge and spin   334.0 kJ/mol
Max |F|   4.05 eV Å⁻¹
HOMO energy   -6.61 eV

=====

Record 5
Entry from OMol25: C22H25IN6O6PtSe as an isolated structure in a non-equilibrium geometry (ωB97M-V/def2-TZVPD).

Each line ends with the Mulliken charge.
Cartesian coordinates (Å):
Pt  -0.649  0.314  0.692  1.759
I  -3.054  1.732  0.866  -0.042
C  -1.768  3.466  0.944  0.540
C  -2.349  4.709  0.676  -0.668
C  -1.570  5.836  0.780  -0.646
C  -0.237  5.737  1.187  -0.808
C  0.347  4.494  1.468  0.907
C  1.665  4.384  1.957  -1.661
C  2.187  3.147  2.328  -0.640
C  1.471  2.003  2.078  0.678
C  0.205  2.035  1.436  -2.141
C  -0.415  3.295  1.272  0.884
H  -3.396  4.769  0.429  0.378
H  -1.997  6.805  0.572  0.387
H  0.358  6.632  1.283  0.398
H  2.242  5.281  2.110  0.357
H  3.144  3.093  2.827  0.435
H  2.639  1.011  3.376  0.725
N  -2.376  0.096  -2.428  -0.337
C  -1.038  0.222  -2.579  0.577
C  -0.467  -0.096  -3.829  -0.852
C  0.878  0.055  -4.019  -0.359
C  1.644  0.606  -2.991  -0.977
C  1.020  0.933  -1.815  -0.297
N  -0.283  0.722  -1.593  -0.026
H  -2.822  -0.537  -3.072  0.291
H  -2.757  0.056  -1.495  0.113
H  -1.102  -0.516  -4.591  0.363
H  1.339  -0.246  -4.949  0.394
H  2.702  0.757  -3.108  0.447
H  1.562  1.422  -1.015  0.492
C  -0.771  -1.441  4.873  -0.304
C  -0.648  0.072  5.068  -0.791
N  -0.028  0.688  3.914  0.118
C  0.904  -0.109  3.201  -0.831
N  1.999  0.739  2.616  0.567
C  2.815  -0.029  1.634  0.229
C  2.964  -1.485  2.074  -0.619
C  2.778  -1.613  3.583  -1.047
N  1.478  -1.126  3.973  0.222
C  0.634  -2.013  4.744  -0.767
H  -1.325  -1.637  3.953  0.051
H  -1.291  -1.912  5.707  0.475
H  -0.016  0.287  5.938  0.317
H  -1.627  0.526  5.229  0.404
H  -0.696  1.139  3.288  0.067
H  3.783  0.471  1.542  0.550
H  2.303  -0.002  0.670  -0.343
H  3.940  -1.872  1.788  0.615
H  2.196  -2.079  1.579  0.056
H  3.561  -1.055  4.125  0.271
H  2.857  -2.662  3.879  0.568
H  1.103  -2.120  5.735  0.426
H  0.595  -3.003  4.271  0.402
O  0.160  -1.805  0.730  -0.485
N  -1.050  -1.633  0.822  0.922
O  -1.650  -1.763  1.867  -0.721
O  -1.940  -3.046  -2.460  -0.639
Se  -0.843  -2.942  -1.349  1.229
O  -0.762  -4.096  -0.313  -0.575
O  -1.743  -1.554  -0.265  -0.518
O  0.477  -2.279  -1.869  -0.519

Output
Expectation value of S²   6.04
Frontier orbital gap (alpha / beta)   4.065 / 5.234 eV
LUMO energy (alpha / beta)   -0.60 / -2.10 eV
Spin multiplicity   5
Energy above the lowest of the compared OMol25 structures with the same formula, charge and spin   634.6 kJ/mol
Max |F|   4.76 eV Å⁻¹
HOMO energy (alpha / beta)   -4.67 / -7.34 eV

=====

Record 6
Entry from OMol25: an isolated molecule of C5H7N in a non-equilibrium geometry (ωB97M-V/def2-TZVPD).

Each line ends with the Mulliken charge.
Cartesian coordinates (Å):
N  -1.556  -0.629  -0.800  -0.665
C  -0.757  -0.257  0.332  0.323
C  -0.321  1.221  0.274  -0.724
C  0.989  1.240  0.224  -0.124
C  1.498  -0.107  0.124  -0.459
C  0.554  -1.032  0.237  -0.697
H  -1.149  -0.271  -1.688  0.284
H  -1.610  -1.686  -0.960  0.233
H  -1.285  -0.446  1.252  0.334
H  -1.071  2.035  0.533  0.303
H  1.570  2.188  0.280  0.359
H  2.542  -0.163  0.079  0.443
H  0.594  -2.093  0.114  0.389

Output
SMILES   NC1C=CC=C1
Frontier orbital gap   9.449 eV
LUMO energy   0.98 eV
Spin multiplicity   1
Energy above the lowest of the compared OMol25 structures with the same formula, charge and spin   167.2 kJ/mol
Max |F|   3.21 eV Å⁻¹
HOMO energy   -8.47 eV

=====

Record 7
Entry from OMol25: an isolated molecule of C16H20N4O2 (ωB97M-V/def2-TZVPD).

Each line ends with the Mulliken charge.
Cartesian coordinates (Å):
O  -4.142  0.871  2.173  -0.636
C  -3.039  0.679  1.725  0.407
C  -1.906  -0.025  2.426  -0.878
C  -1.137  -0.880  1.410  0.593
C  0.078  -1.519  2.105  0.106
O  -0.049  -2.182  3.112  -0.686
N  1.233  -1.241  1.463  0.050
C  2.538  -1.631  1.760  0.619
C  2.854  -2.425  2.859  -0.345
C  4.171  -2.775  3.095  -0.586
C  5.180  -2.345  2.251  -0.467
C  4.867  -1.555  1.157  -0.580
C  3.555  -1.199  0.911  -0.502
N  -0.727  -0.122  0.255  -0.517
C  -1.486  0.822  -0.153  0.344
N  -1.113  1.586  -1.213  0.091
C  -0.157  1.049  -2.161  -0.566
C  -0.889  0.480  -3.379  -0.650
C  -1.776  1.549  -4.014  -0.765
C  -2.730  2.130  -2.971  -0.382
C  -1.915  2.646  -1.782  -1.225
N  -2.694  1.137  0.477  -0.019
H  -1.234  0.736  2.838  0.385
H  -2.286  -0.633  3.245  0.342
H  -1.781  -1.714  1.086  0.229
H  1.095  -0.664  0.636  0.036
H  2.068  -2.759  3.515  0.505
H  4.409  -3.391  3.950  0.372
H  6.206  -2.623  2.443  0.379
H  5.647  -1.215  0.492  0.360
H  3.309  -0.582  0.057  0.352
H  0.416  0.272  -1.658  0.107
H  0.514  1.857  -2.468  0.398
H  -0.161  0.113  -4.103  0.410
H  -1.503  -0.363  -3.057  0.285
H  -2.342  1.122  -4.843  0.368
H  -1.149  2.350  -4.413  0.304
H  -3.315  2.945  -3.401  0.378
H  -3.420  1.353  -2.636  0.263
H  -2.549  3.105  -1.022  0.497
H  -1.220  3.418  -2.134  0.413
H  -3.421  1.622  -0.032  0.212

Output
SMILES   O=C1C[C@H](C(=O)Nc2ccccc2)N=C(N2CCCCC2)N1
Frontier orbital gap   8.867 eV
LUMO energy   0.54 eV
Spin multiplicity   1
Energy above the lowest of the compared OMol25 structures with the same formula, charge and spin   0.0 kJ/mol
Max |F|   0.84 eV Å⁻¹
HOMO energy   -8.32 eV